No. 1
# C35H60O13S2

A 5-piece molecular cluster, C35H60O13S2 overall in a non-equilibrium geometry (the ωB97M-V functional and the def2-TZVPD basis, the Open Molecules 2025 dataset).

```
! wB97M-V def2-TZVPD RIJCOSX def2/J DEFGRID3
* xyz 0 1
C -5.89 -6.17 -0.80
C -4.50 -6.70 -1.06
O -4.16 -7.15 -2.12
O -3.63 -6.72 -0.01
C -3.51 -5.56 0.82
C -2.63 -4.47 0.18
C -3.45 -3.57 -0.77
C -4.61 -2.79 -0.13
C -4.37 -1.26 -0.09
S -4.59 -0.48 1.54
C -2.07 -3.62 1.33
C -1.01 -2.57 0.92
C 0.07 -2.47 2.01
S -0.17 -2.85 -0.66
O 1.22 -3.14 -0.51
O -0.46 -1.72 -1.50
O -0.85 -4.09 -1.39
C -1.46 -5.12 -0.57
C -0.47 -5.88 0.30
C 0.04 -7.21 -0.21
C 0.09 -8.24 0.72
C 0.57 -9.50 0.40
C 1.02 -9.74 -0.89
C 0.97 -8.72 -1.82
C 0.50 -7.46 -1.51
C 0.54 -6.40 -2.58
H -5.93 -5.12 -1.08
H -6.18 -6.25 0.24
H -6.58 -6.71 -1.44
H -4.49 -5.17 1.11
H -3.04 -5.91 1.73
H -2.79 -2.85 -1.26
H -3.83 -4.18 -1.60
H -4.78 -3.10 0.90
H -5.53 -2.95 -0.68
H -3.37 -1.00 -0.43
H -5.08 -0.73 -0.72
H -3.35 -0.67 2.01
H -1.62 -4.25 2.10
H -2.88 -3.07 1.81
H -1.44 -1.58 0.80
H 0.66 -1.57 1.90
H -0.41 -2.48 2.98
H 0.75 -3.32 1.95
H -1.88 -5.83 -1.28
H 0.39 -5.26 0.58
H -0.99 -6.11 1.24
H -0.24 -8.06 1.73
H 0.61 -10.28 1.15
H 1.40 -10.72 -1.16
H 1.34 -8.91 -2.82
H 1.10 -5.52 -2.28
H 0.96 -6.83 -3.49
H -0.47 -6.07 -2.85
C 2.90 1.34 -2.48
C 3.42 1.90 -1.17
O 2.43 1.85 -0.14
C 2.21 0.77 0.63
C 2.84 -0.55 0.27
O 1.45 0.88 1.56
H 2.63 0.29 -2.40
H 3.65 1.45 -3.26
H 2.00 1.89 -2.78
H 4.33 1.39 -0.84
H 3.65 2.95 -1.28
H 2.13 -1.11 -0.34
H 3.01 -1.10 1.18
H 3.79 -0.47 -0.26
C 0.54 7.93 1.18
C -0.03 6.88 0.25
O 0.95 6.36 -0.66
C 1.80 5.37 -0.32
C 1.93 4.95 1.12
O 2.47 4.89 -1.20
H 1.31 7.53 1.83
H -0.26 8.34 1.80
H 0.97 8.74 0.60
H -0.50 6.06 0.80
H -0.79 7.31 -0.40
H 2.74 5.52 1.57
H 2.17 3.89 1.14
H 1.02 5.11 1.70
C 3.58 3.76 6.49
C 3.27 5.23 6.72
O 3.35 5.99 5.51
C 2.32 6.11 4.66
C 1.10 5.23 4.83
O 2.42 6.87 3.74
H 2.85 3.30 5.83
H 3.58 3.22 7.44
H 4.56 3.66 6.03
H 2.31 5.37 7.21
H 4.02 5.67 7.37
H 1.24 4.33 4.22
H 0.24 5.77 4.46
H 0.90 4.92 5.85
C 1.71 5.75 -4.42
C 1.52 7.23 -4.16
O 1.55 8.01 -5.37
C 0.47 8.20 -6.14
C -0.78 7.38 -5.88
O 0.53 8.98 -7.05
H 0.91 5.34 -5.03
H 1.75 5.22 -3.47
H 2.65 5.58 -4.96
H 0.61 7.43 -3.60
H 2.35 7.61 -3.57
H -0.75 6.50 -6.52
H -1.64 7.98 -6.17
H -0.91 7.07 -4.85
*
```

Properties
HOMO energy = -9.0 eV
SMILES string = CC(=O)OC[C@@]1(CCCS)C[C@@H](C)S(=O)(=O)O[C@H]1Cc1ccccc1C.CCOC(C)=O.CCOC(C)=O.CCOC(C)=O.CCOC(C)=O
Kohn-Sham gap = 9.29 eV
E_LUMO = 0.252 eV

Löwdin atomic charge list, values in e, 8 entries: 0.0276 -0.5174 0.1319 0.0059 -0.1056 -0.3601 -0.1065 -0.2337

No. 2
# C22H33BN6O2S

C22H33BN6O2S as an isolated structure in a non-equilibrium geometry (the ωB97M-V functional and the def2-TZVPD basis, the Open Molecules 2025 dataset).

```
! wB97M-V def2-TZVPD RIJCOSX def2/J DEFGRID3
* xyz 0 1
O 1.79 -3.63 -2.09
B 1.15 -3.57 -3.33
O 1.83 -3.27 -4.49
C -0.42 -3.81 -3.30
C -1.14 -2.90 -2.40
C -2.48 -2.97 -2.21
C -3.18 -3.97 -2.96
N -4.49 -4.23 -2.95
S -4.74 -5.44 -4.01
N -3.22 -5.77 -4.53
C -2.49 -4.88 -3.86
C -1.05 -4.78 -4.01
H 1.48 -4.46 -1.71
H 2.67 -3.77 -4.44
H -0.58 -2.13 -1.86
H -2.98 -2.28 -1.51
H -0.48 -5.45 -4.65
C 3.51 0.32 1.53
C 3.37 -0.86 0.57
C 3.30 -0.44 -0.89
C 2.10 0.34 -1.18
N 1.15 0.96 -1.41
H 2.64 0.98 1.48
H 3.60 -0.04 2.56
H 4.40 0.91 1.30
H 2.48 -1.44 0.84
H 4.23 -1.52 0.70
H 3.29 -1.33 -1.52
H 4.19 0.14 -1.17
C -1.66 0.85 2.71
C -0.77 -0.23 2.12
C -0.15 -1.15 3.17
C 0.78 -0.45 4.06
N 1.51 0.11 4.74
H -1.09 1.53 3.35
H -2.11 1.45 1.92
H -2.47 0.42 3.30
H 0.02 0.23 1.52
H -1.37 -0.84 1.44
H 0.39 -1.96 2.67
H -0.94 -1.62 3.77
C -5.78 1.36 -2.11
C -4.57 2.07 -1.51
C -3.27 1.26 -1.63
C -3.32 0.02 -0.86
N -3.36 -0.96 -0.27
H -5.99 0.43 -1.59
H -6.66 2.00 -2.04
H -5.61 1.14 -3.17
H -4.77 2.30 -0.46
H -4.43 3.03 -2.02
H -2.44 1.86 -1.27
H -3.07 1.04 -2.68
C 4.30 5.03 1.98
C 4.12 4.60 3.43
C 2.77 3.93 3.70
C 1.64 4.84 3.50
N 0.76 5.56 3.34
H 3.56 5.78 1.69
H 5.29 5.47 1.84
H 4.20 4.18 1.31
H 4.24 5.47 4.09
H 4.91 3.90 3.69
H 2.75 3.56 4.72
H 2.65 3.06 3.05
*
```

Properties
HOMO energy = -9.1 eV
Kohn-Sham gap = 8.63 eV
E_LUMO = -0.423 eV

Löwdin atomic charge list, values in e, 8 entries: 0.1258 -0.5973 0.1731 -0.0959 -0.0295 -0.0153 -0.3360 -0.2389

No. 3
# C4H7NO2

An isolated molecule of C4H7NO2 (the ωB97M-V functional and the def2-TZVPD basis, the Open Molecules 2025 dataset).

```
! wB97M-V def2-TZVPD RIJCOSX def2/J DEFGRID3
* xyz 0 1
C -1.04 1.62 0.53
C -0.11 0.88 -0.42
O 0.30 1.39 -1.44
N 0.27 -0.43 -0.09
C 1.18 -1.11 -1.02
C -0.20 -1.13 1.01
O 0.11 -2.27 1.27
H -2.02 1.13 0.60
H -1.17 2.62 0.12
H -0.62 1.69 1.54
H 1.62 -1.96 -0.49
H 0.63 -1.47 -1.90
H 1.94 -0.41 -1.34
H -0.89 -0.54 1.63
*
```

Properties
HOMO energy = -10.4 eV
SMILES string = CC(=O)N(C)C=O
energy relative to the best compared isomer or geometry (same formula, charge and spin) = 5.9 kcal/mol
Kohn-Sham gap = 11.10 eV
E_LUMO = 0.712 eV

Löwdin atomic charge list, values in e, 8 entries: -0.0074 -0.4642 0.0848 -0.0503 -0.0126 -0.2805 0.0539 0.0893

No. 4
# C28H38N4P2Ti

C28H38N4P2Ti as an isolated structure in a non-equilibrium geometry (the ωB97M-V functional and the def2-TZVPD basis, the Open Molecules 2025 dataset).

```
! wB97M-V def2-TZVPD RIJCOSX def2/J DEFGRID3
* xyz 0 3
Ti 0.04 -1.80 2.54
C -0.38 1.37 4.69
C -1.04 0.75 3.67
C -1.07 1.31 2.25
C -0.09 0.56 1.33
C 1.35 0.57 1.79
C 2.04 1.52 2.45
C 1.48 2.67 3.22
C 0.69 2.39 4.56
C 1.22 -1.33 4.41
H -0.48 0.95 5.69
H -1.96 0.22 3.92
H -0.90 2.41 2.14
H -2.13 1.16 1.89
H -0.53 -0.50 1.14
H -0.27 0.99 0.32
H 1.81 -0.48 1.77
H 3.11 1.34 2.63
H 0.82 3.30 2.59
H 2.31 3.36 3.48
H 1.42 2.17 5.36
H 0.21 3.36 4.86
H 0.71 -1.04 5.35
H 2.16 -0.75 4.29
H 1.50 -2.39 4.53
P 1.42 -0.93 -0.83
P -2.18 0.28 -0.89
N 2.85 0.13 -1.21
N 2.05 -2.24 -1.90
N -2.25 1.73 -1.88
N -3.71 -0.42 -1.52
C 0.37 -0.10 -2.13
C -1.08 -0.64 -2.05
C 3.99 0.11 -0.41
C 4.95 0.91 -0.98
C 4.40 1.43 -2.19
C 3.12 0.92 -2.31
C 2.37 -3.49 -1.37
C 2.82 -4.30 -2.40
C 2.80 -3.53 -3.60
C 2.35 -2.27 -3.26
C -2.28 3.02 -1.32
C -2.18 3.96 -2.36
C -2.14 3.22 -3.60
C -2.20 1.88 -3.27
C -4.63 -0.02 -2.50
C -5.36 -1.14 -2.91
C -4.87 -2.27 -2.18
C -3.87 -1.81 -1.35
H 0.75 -0.28 -3.16
H 0.41 0.99 -1.95
H -1.56 -0.57 -3.04
H -1.09 -1.70 -1.77
H 4.00 -0.46 0.53
H 5.93 1.10 -0.60
H 4.86 2.07 -2.91
H 2.35 1.09 -3.07
H 2.23 -3.68 -0.31
H 3.12 -5.34 -2.31
H 3.06 -3.87 -4.61
H 2.20 -1.38 -3.88
H -2.44 3.16 -0.26
H -2.14 5.03 -2.28
H -2.09 3.64 -4.60
H -2.26 1.02 -3.93
H -4.72 1.00 -2.81
H -6.15 -1.14 -3.65
H -5.20 -3.30 -2.26
H -3.22 -2.35 -0.67
C -1.53 -2.69 3.70
H -2.17 -2.96 2.85
H -2.14 -2.34 4.56
H -0.96 -3.60 3.99
*
```

Properties
HOMO energy (spin up / spin down) = -6.7 / -7.6 eV
energy relative to the best compared isomer or geometry (same formula, charge and spin) = 42.5 kcal/mol
⟨S²⟩ = 2.0142
Kohn-Sham gap (spin up / spin down) = 6.35 / 7.01 eV
E_LUMO (spin up / spin down) = -0.337 / -0.636 eV

Löwdin atomic charge list, values in e, 8 entries: 0.7183 -0.1169 -0.1401 -0.2088 -0.3612 -0.2229 -0.0803 -0.1869

No. 5
# C6H4

An isolated molecule of C6H4 in a non-equilibrium geometry (the ωB97M-V functional and the def2-TZVPD basis, the Open Molecules 2025 dataset).

```
! wB97M-V def2-TZVPD RIJCOSX def2/J DEFGRID3
* xyz 0 1
C -1.97 -0.69 -1.25
C -0.86 -0.42 -0.83
C 0.45 -0.10 -0.19
C 1.49 -0.63 -0.78
C 0.19 0.80 0.93
C 0.44 1.20 2.17
H -2.81 -1.02 -1.47
H 1.47 -1.62 -1.50
H 2.39 -0.16 -0.32
H 0.49 1.88 2.93
*
```

Properties
HOMO energy = -9.3 eV
SMILES string = C#CC(=C)C#C
energy relative to the best compared isomer or geometry (same formula, charge and spin) = 60.1 kcal/mol
Kohn-Sham gap = 9.24 eV
E_LUMO = -0.032 eV

Löwdin atomic charge list, values in e, 8 entries: 0.1597 -0.0938 -0.4074 0.0458 -0.0392 0.1690 -0.0580 0.1542

No. 6
# C5H7Cl

An isolated molecule of C5H7Cl in a non-equilibrium geometry (the ωB97M-V functional and the def2-TZVPD basis, the Open Molecules 2025 dataset).

```
! wB97M-V def2-TZVPD RIJCOSX def2/J DEFGRID3
* xyz 0 3
C 1.23 0.44 0.03
C 2.71 0.74 0.30
C 0.73 -0.77 -0.21
C 0.50 1.73 0.41
C -0.62 -1.45 -0.17
Cl 3.94 -0.33 -0.17
H 1.58 -1.45 -0.42
H 1.24 2.64 0.49
H 0.11 1.73 1.48
H -0.28 2.01 -0.25
H -0.39 -2.38 0.35
H -0.79 -1.79 -1.24
H -1.39 -0.89 0.23
*
```

Properties
HOMO energy (spin up / spin down) = -7.7 / -9.6 eV
energy relative to the best compared isomer or geometry (same formula, charge and spin) = 0.0 kcal/mol
⟨S²⟩ = 2.0249
Kohn-Sham gap (spin up / spin down) = 8.66 / 8.52 eV
E_LUMO (spin up / spin down) = 0.993 / -1.086 eV

Löwdin atomic charge list, values in e, 8 entries: -0.3984 -0.4046 -0.1577 -0.1010 -0.0627 0.5959 0.0748 0.1000